ORCA calculation (ωB97M-V with the def2-TZVPD basis set) on B2H24NiO8 as an isolated structure at a distorted geometry.

```
35
B2H24NiO8 ωB97M-V with the def2-TZVPD basis set
Ni 0.675 0.376 1.648
B 0.469 0.034 -0.457
H 1.500 0.035 -0.138
H 0.345 0.128 -1.524
H 0.031 -0.915 -0.187
H -0.060 0.852 0.007
B 0.998 2.745 1.863
H 1.588 2.496 2.732
H 1.458 2.343 0.974
H -0.001 2.339 1.900
H 1.041 3.822 1.803
O -1.377 -3.007 1.096
H -1.348 -3.041 0.140
H -2.019 -2.325 1.292
O -1.543 0.203 1.780
H -2.059 1.008 1.735
H -2.070 -0.390 2.315
O 0.863 -1.598 2.056
H 1.470 -2.295 2.303
H 0.182 -2.041 1.550
O -3.444 0.445 -1.012
H -3.626 0.139 -0.124
H -2.516 0.682 -0.999
O 2.725 0.165 -2.408
H 2.210 0.180 -1.601
H 2.185 -0.324 -3.028
O 2.649 0.443 1.775
H 3.427 0.016 1.415
H 2.978 1.257 2.156
O -1.262 0.259 -4.441
H -0.630 0.935 -4.195
H -1.766 0.650 -5.155
O -1.296 -2.089 -1.578
H -0.704 -1.449 -1.182
H -1.073 -2.078 -2.509
```

The total energy comes out at -59159.6962 eV. As for the spin multiplicity: 3. The HOMO-LUMO gap (spin up / spin down) is 9.507 / 8.948 eV. Its LUMO energy (spin up / spin down) is -0.52 / -1.08 eV. As for the largest force on an atom: 4.7 eV/A. Its HOMO energy (spin up / spin down) is -10.03 / -10.03 eV.